Record 1
The following is a quantum chemistry calculation of a structure of composition C30H25CoN5O6S2, from OMol25.

XYZ file:
```
69
Properties=species:S:1:pos:R:3:forces:R:3
Co -0.025551 0.484184 0.001647 -0.039 -0.127 0.094
C -2.825099 3.798062 0.567929 0.009 0.006 0.005
C -3.941738 3.290548 1.221660 -0.019 0.018 -0.003
C -3.939790 1.974188 1.619155 0.014 -0.037 0.009
C -2.821378 1.164096 1.349288 0.016 0.036 0.011
N -1.765013 1.656524 0.695754 0.042 0.117 -0.024
C -1.767505 2.940639 0.332331 -0.052 -0.012 0.020
N -2.899735 -0.132589 1.824959 0.049 -0.063 0.007
C -2.011449 -1.052986 1.627086 -0.097 0.114 -0.053
N -0.836051 -1.067276 0.944335 0.076 -0.026 0.020
C -0.310588 -2.324358 0.978299 0.022 -0.003 -0.034
N 0.739534 -2.850891 0.446289 -0.021 -0.036 0.023
C 1.658196 -2.199668 -0.351772 0.056 0.026 -0.035
C 2.703744 -3.010167 -0.834523 -0.016 0.001 -0.006
C 3.715019 -2.456246 -1.582290 0.000 -0.001 0.004
C 3.696720 -1.086270 -1.823424 -0.006 0.011 0.003
C 2.634126 -0.359019 -1.325726 0.009 0.008 0.014
N 1.619068 -0.894446 -0.642011 0.012 -0.002 0.091
C -1.197351 -3.195018 1.800693 -0.058 -0.018 0.029
C -1.113046 -4.525256 2.160302 0.019 0.011 -0.019
C -2.134811 -5.044061 2.950135 -0.013 -0.006 0.013
C -3.205656 -4.246064 3.352957 -0.002 -0.016 0.000
C -3.281731 -2.908586 2.975934 0.014 0.028 -0.004
C -2.256770 -2.405653 2.199507 0.015 -0.071 0.035
H -2.773816 4.824967 0.232757 0.002 -0.002 -0.004
H -4.803369 3.919717 1.417890 0.002 0.001 0.003
H -4.775229 1.525731 2.138857 0.005 -0.003 0.003
H -0.876122 3.275917 -0.177818 -0.010 0.006 0.004
H 2.672496 -4.063434 -0.592980 -0.001 0.000 -0.003
H 4.517409 -3.077314 -1.965825 -0.002 -0.002 0.000
H 4.470301 -0.589816 -2.393640 0.003 -0.007 0.005
H 2.571391 0.710986 -1.469696 -0.009 0.009 -0.001
H -0.277592 -5.128157 1.828193 0.000 0.001 -0.001
H -2.104705 -6.083874 3.256121 0.003 0.000 -0.003
H -3.989101 -4.678896 3.964993 0.000 -0.001 -0.001
H -4.106367 -2.271920 3.270041 0.000 0.000 0.002
O 1.299003 3.540573 -2.955426 -0.005 -0.016 0.010
S 0.416813 2.453382 -2.562141 0.196 -0.017 0.016
O -0.982542 2.699635 -2.798070 -0.042 -0.011 -0.014
O 0.751307 2.003020 -1.188672 -0.072 0.121 -0.132
C 0.933507 1.067655 -3.617403 -0.085 -0.017 0.023
C 2.054771 1.320339 -4.405667 0.009 0.009 -0.031
C 2.610783 0.339771 -5.210186 -0.022 -0.015 -0.003
C 2.046728 -0.926945 -5.234410 0.007 0.030 0.007
C 0.933749 -1.189276 -4.455774 0.026 -0.020 -0.018
C 0.362364 -0.209401 -3.647603 0.000 0.017 0.002
S -1.101756 -0.781361 -2.753778 0.062 -0.083 -0.157
O -2.195373 -0.608165 -3.684450 0.021 0.024 0.013
O -0.794242 -2.160990 -2.423705 -0.005 0.032 0.022
O -1.219348 0.088007 -1.580414 -0.056 0.039 0.159
H 2.484342 2.310969 -4.360095 -0.003 -0.001 0.006
H 3.487772 0.566764 -5.806058 0.000 -0.005 -0.005
H 2.474724 -1.712798 -5.846430 0.008 0.003 0.001
H 0.494775 -2.177852 -4.437530 -0.012 0.007 0.010
C 3.896154 2.110454 3.226419 0.003 0.000 0.003
C 2.467441 1.762139 3.668939 -0.005 -0.002 -0.005
C 1.834385 2.995295 4.329999 0.003 0.000 0.002
C 2.525829 0.620142 4.693963 0.000 0.002 0.000
C 1.668781 1.350816 2.503901 -0.006 -0.010 -0.007
C 1.014770 1.018368 1.531645 -0.045 -0.047 -0.105
H 4.503992 2.421098 4.084550 0.001 0.000 -0.003
H 3.876684 2.919022 2.494498 -0.001 0.000 0.001
H 4.365434 1.245318 2.755595 -0.001 0.000 0.001
H 2.419223 3.312554 5.201546 -0.002 0.001 -0.002
H 0.816280 2.769537 4.650548 0.001 -0.001 0.001
H 1.785316 3.820195 3.617835 0.000 -0.001 0.000
H 3.119902 0.912349 5.568001 -0.001 -0.003 0.000
H 2.972334 -0.267542 4.243535 0.001 0.001 0.000
H 1.519341 0.356860 5.022505 0.001 0.001 0.000
```
Forces are in eV/Å.

spin multiplicity	2
molar mass	674.6	g/mol
gap between HOMO and LUMO (alpha / beta)	6.48 / 6.89	eV
net charge	-2
HOMO level (alpha / beta)	-1.87 / -2.29	eV

For reference, the natural (NBO) charges in units of e are: 1.051 -0.297 -0.184 -0.262 0.383 -0.471 0.091 -0.566 0.475 -0.597 0.459 -0.554 0.397 -0.254 -0.186 -0.293 0.065 -0.486 0.015 -0.211 -0.231 -0.235 -0.182 -0.078 0.205 0.191 0.208 0.228 0.210 0.192 0.206 0.230 0.221 0.192 0.192 0.220 -1.020 2.430 -0.973 -1.026 -0.348 -0.205 -0.237 -0.228 -0.217 -0.210 2.434 -0.989 -1.010 -1.012 0.245 0.192 0.194 0.238 -0.586 -0.144 -0.586 -0.586 -0.209 -0.281 0.174 0.213 0.211 0.174 0.211 0.212 0.174 0.212 0.211

Record 2
The following is a quantum chemistry calculation of a structure of composition C30H25F12N3O2SeTi, from OMol25.

XYZ file:
```
74
Properties=species:S:1:pos:R:3:forces:R:3
Ti 1.541741 -1.551358 -0.061809 -0.050 0.119 -0.097
C -1.488209 3.731251 3.665002 -0.006 0.010 0.001
C -1.115693 2.544529 2.819713 -0.041 -0.020 -0.003
C -2.076935 1.641417 2.377223 0.006 0.042 0.023
C -1.736347 0.575920 1.574236 0.053 0.003 0.004
C -0.411328 0.340304 1.168928 -0.115 -0.051 -0.070
N -0.129918 -0.745386 0.330663 0.081 -0.027 0.046
C -1.167562 -1.652236 -0.039376 0.134 0.059 0.000
C -2.130352 -1.220111 -0.952149 -0.081 -0.052 0.007
C -3.152444 -2.054923 -1.349496 0.012 0.027 -0.002
C -3.241479 -3.351343 -0.845482 0.013 -0.017 0.019
C -4.369320 -4.258873 -1.252797 -0.004 0.004 0.002
C -2.258849 -3.786624 0.029546 -0.018 -0.013 -0.008
C -1.195517 -2.973748 0.428168 -0.041 -0.009 -0.045
C -0.070227 -3.531641 1.324525 -0.028 0.047 0.026
O 1.165761 -2.974358 1.061855 0.045 -0.057 0.023
C 0.145108 -5.059365 1.112623 0.006 -0.006 -0.001
F 1.289820 -5.461017 1.660745 0.001 -0.003 0.006
F 0.219047 -5.333496 -0.201719 -0.006 0.001 -0.005
F -0.830886 -5.819920 1.634869 -0.008 -0.009 0.003
C -0.421847 -3.255111 2.810638 -0.026 -0.017 0.008
F -1.656019 -3.687674 3.113587 0.019 0.002 -0.004
F -0.385460 -1.940608 3.047365 0.004 0.006 0.004
F 0.434118 -3.843932 3.649852 0.006 -0.005 -0.005
C 0.576656 1.211964 1.661196 -0.042 0.049 0.028
C 0.194006 2.297864 2.453756 0.088 -0.032 -0.023
C 2.070540 1.003555 1.400351 0.049 -0.021 0.044
O 2.368296 -0.220528 0.844653 -0.038 0.007 0.026
C 2.589235 2.073374 0.407650 0.006 -0.001 -0.027
F 1.917543 1.951705 -0.749534 0.002 0.001 0.003
F 3.888875 1.915635 0.133849 -0.009 0.003 -0.005
F 2.417240 3.328692 0.841122 -0.001 0.004 0.004
C 2.889477 1.035377 2.727606 -0.010 -0.023 -0.006
F 2.300506 0.257237 3.637527 0.017 -0.003 -0.002
F 4.126530 0.572413 2.532440 -0.010 0.026 0.009
F 3.010048 2.267109 3.251736 0.021 -0.007 0.001
H -2.120270 3.432748 4.502427 0.000 0.007 0.003
H -2.046603 4.470797 3.085548 -0.002 -0.001 0.004
H -0.604365 4.223408 4.069486 0.009 -0.007 -0.003
H -3.113521 1.773725 2.666793 -0.003 -0.013 -0.005
H -2.509617 -0.109076 1.260613 -0.004 0.001 -0.008
H -2.054597 -0.207978 -1.333798 0.013 0.000 -0.002
H -3.890838 -1.698175 -2.058442 -0.001 0.001 0.002
H -4.435213 -4.336983 -2.338901 -0.003 0.003 -0.001
H -5.325448 -3.873637 -0.894049 0.000 0.002 -0.005
H -4.238338 -5.261238 -0.847904 0.007 0.002 0.003
H -2.327998 -4.799124 0.398451 0.007 -0.001 0.001
H 0.958679 2.971703 2.812562 -0.031 0.016 0.009
C 1.162206 -1.303750 -2.381103 0.048 0.033 0.005
C 1.128201 -2.690624 -2.102427 -0.017 0.023 0.018
C 2.414188 -3.083691 -1.672974 0.005 -0.058 -0.019
C 3.248781 -1.945208 -1.695801 0.011 0.014 0.031
C 2.476599 -0.846434 -2.132665 -0.031 -0.043 -0.010
H 0.337654 -0.681875 -2.698900 -0.014 -0.011 0.005
H 0.257785 -3.326286 -2.160927 0.007 -0.007 0.001
H 2.694719 -4.069069 -1.335281 -0.012 -0.008 -0.016
H 4.283379 -1.908176 -1.389528 -0.005 -0.007 0.007
H 2.819141 0.171086 -2.225097 -0.001 0.008 0.019
C -1.340755 3.680135 -0.542372 0.015 -0.014 0.015
N -0.264660 3.885085 -1.491996 -0.027 0.037 -0.024
C 0.735565 4.831316 -1.397739 0.028 -0.030 0.035
C 1.545052 4.660170 -2.460721 -0.003 0.026 -0.016
N 1.024862 3.615791 -3.200422 0.006 -0.012 0.029
C 1.578876 3.076065 -4.425261 -0.011 0.012 0.006
C -0.093531 3.139293 -2.605667 0.006 0.001 -0.051
Se -1.172797 1.788466 -3.225165 -0.012 -0.021 0.010
H -2.301873 3.840664 -1.028567 -0.002 -0.006 0.001
H -1.210703 4.380931 0.278789 -0.006 0.003 0.001
H -1.305716 2.660667 -0.160619 -0.004 0.017 -0.008
H 0.795330 5.518172 -0.573416 -0.006 0.002 0.000
H 2.441574 5.176818 -2.751119 -0.004 0.003 -0.007
H 2.477958 3.635939 -4.670714 0.003 -0.007 -0.007
H 0.851938 3.160159 -5.231214 0.002 -0.001 -0.002
H 1.818182 2.022088 -4.290935 0.006 0.000 -0.004
```
Forces are in eV/Å.

molar mass	814.4	g/mol
gap between HOMO and LUMO	7.18	eV
HOMO level	-7.53	eV

For reference, the Mulliken charges in units of e are: 0.172 -1.649 0.181 -1.194 -0.442 0.909 1.842 -0.037 0.009 -0.898 0.594 -1.639 -0.917 -1.556 2.280 -0.769 0.445 -0.250 -0.220 -0.265 0.283 -0.296 -0.102 -0.284 -1.026 -0.704 1.992 -0.907 0.260 0.077 -0.309 -0.280 0.495 -0.238 -0.247 -0.251 0.389 0.286 0.400 0.407 0.467 0.412 0.472 0.353 0.336 0.404 0.469 0.419 -0.133 -0.560 -0.512 -0.987 -0.169 0.283 0.520 0.502 0.457 0.598 -0.940 0.423 -0.521 -0.449 0.255 -0.863 -0.428 -0.169 0.387 0.311 0.263 0.482 0.446 0.311 0.349 0.272